Record 1
96
Properties=species:S:1:pos:R:3:forces:R:3 method="wB97M-V/def2-TZVPD" gap_ev="7.27 / 5.96" s_squared=8.798 e_lumo_ev="0.0715 / -2.3528" spin_multiplicity=6 de_lowest_kcal_mol=24.1 total_energy_ev=-69320.292 largest_force_ha_per_bohr=0.0299
Ru -0.730 1.647 0.161 -0.3 0.3 0.7
C 5.301 -1.179 -2.939 0.0 0.0 0.0
C 4.867 -1.486 -1.498 0.1 -0.1 0.0
C 4.330 -2.919 -1.441 0.0 0.1 0.0
C 6.083 -1.396 -0.559 -0.1 0.0 0.0
C 3.824 -0.470 -1.064 -0.3 -0.2 0.0
C 2.524 -0.823 -0.782 0.2 -0.1 -0.2
C 1.623 0.156 -0.355 -0.3 -0.1 0.3
N 0.353 -0.054 0.043 0.1 0.6 -0.2
C -0.484 -1.109 -0.196 -0.2 -0.7 0.2
C -0.499 -1.930 -1.302 0.2 0.2 0.1
C -1.450 -2.943 -1.393 0.0 0.0 0.0
C -2.331 -3.165 -0.306 -0.1 0.1 0.1
C -2.394 -2.368 0.806 -0.2 -0.1 0.0
C -1.503 -1.230 0.855 0.3 0.1 -0.1
O -1.533 -0.322 1.725 -0.2 -0.3 0.0
C -3.353 -2.644 1.958 0.0 0.1 0.1
C -4.150 -3.929 1.732 0.0 0.0 0.0
C -2.538 -2.805 3.256 0.0 0.1 -0.1
C -4.351 -1.481 2.114 0.1 -0.1 -0.1
C -1.561 -3.829 -2.620 0.0 -0.1 -0.1
C -1.165 -5.266 -2.241 0.0 0.1 0.0
C -0.652 -3.354 -3.758 0.0 0.0 0.1
C -3.012 -3.817 -3.130 0.1 0.1 0.0
C 2.053 1.519 -0.121 0.1 -0.2 0.1
O 1.224 2.291 0.498 0.1 0.2 -0.4
C 3.373 1.897 -0.511 0.2 0.1 0.0
C 4.199 0.895 -0.957 -0.1 0.3 -0.1
C 3.849 3.345 -0.393 0.0 0.1 0.1
C 2.861 4.310 -1.075 0.0 -0.2 0.0
C 3.981 3.689 1.100 -0.1 0.0 -0.1
C 5.212 3.536 -1.063 -0.1 0.0 0.1
H 6.027 -1.920 -3.277 0.0 0.0 0.0
H 4.440 -1.206 -3.610 0.0 0.0 0.0
H 5.760 -0.192 -3.015 0.0 0.0 0.0
H 5.133 -3.615 -1.686 0.0 0.0 0.0
H 3.966 -3.161 -0.440 0.0 0.0 0.0
H 3.523 -3.074 -2.159 0.0 0.0 0.0
H 6.811 -2.167 -0.818 0.0 0.0 0.0
H 6.580 -0.429 -0.629 0.0 0.0 0.0
H 5.774 -1.548 0.477 0.0 0.0 0.0
H 2.173 -1.842 -0.864 0.1 0.0 0.0
H 0.199 -1.738 -2.105 0.0 0.0 0.0
H -3.009 -4.003 -0.373 0.0 0.0 0.0
H -3.494 -4.795 1.619 0.0 0.0 0.0
H -4.792 -4.105 2.596 0.0 0.0 0.0
H -4.790 -3.851 0.850 0.0 0.0 0.0
H -1.832 -3.634 3.166 0.0 0.0 0.0
H -1.985 -1.895 3.474 0.0 0.0 0.1
H -3.210 -3.014 4.091 0.0 0.0 0.0
H -4.973 -1.391 1.220 0.0 0.0 0.0
H -5.000 -1.671 2.971 0.0 0.0 0.0
H -3.827 -0.542 2.270 0.0 0.1 0.0
H -0.138 -5.297 -1.871 0.0 0.0 0.0
H -1.819 -5.671 -1.467 0.0 0.0 0.0
H -1.235 -5.909 -3.121 0.0 0.0 0.0
H 0.403 -3.465 -3.498 0.0 0.0 0.0
H -0.842 -3.958 -4.645 0.0 0.0 0.0
H -0.846 -2.310 -4.011 0.0 0.0 0.0
H -3.707 -4.228 -2.398 0.0 0.0 0.0
H -3.326 -2.799 -3.367 0.0 0.0 0.0
H -3.083 -4.420 -4.037 0.0 0.0 0.0
H 5.199 1.161 -1.266 0.0 0.0 0.0
H 1.904 4.329 -0.566 -0.1 0.0 0.0
H 3.274 5.320 -1.077 0.0 0.0 0.0
H 2.682 4.003 -2.108 0.0 0.0 0.0
H 3.031 3.537 1.613 0.0 0.0 0.0
H 4.738 3.059 1.574 0.0 0.0 0.0
H 4.277 4.733 1.219 0.0 0.0 0.0
H 5.179 3.222 -2.109 0.1 0.0 0.0
H 5.477 4.594 -1.035 0.0 0.0 0.0
H 6.001 2.983 -0.549 0.0 0.0 0.0
N -0.486 2.390 2.745 -0.1 -0.2 -0.5
C -1.532 3.208 3.158 -0.1 0.2 0.3
C -1.422 4.138 4.163 0.1 -0.2 -0.2
C -2.534 4.899 4.565 -0.2 0.1 0.0
C -3.752 4.733 3.971 0.0 0.1 0.1
C -3.887 3.837 2.887 0.2 -0.1 -0.1
C -5.084 3.678 2.158 0.0 -0.1 -0.1
C -5.111 2.847 1.076 -0.1 0.0 0.1
C -3.934 2.174 0.700 0.0 0.0 0.2
N -2.809 2.286 1.367 0.1 -0.2 -0.2
C -2.766 3.088 2.460 -0.2 0.2 0.1
H 0.403 2.553 3.185 0.1 0.0 0.0
H -0.729 1.408 2.662 0.1 -0.1 0.3
H -0.470 4.272 4.663 0.0 0.0 0.0
H -2.418 5.609 5.373 0.0 0.0 0.0
H -4.618 5.293 4.303 0.0 0.0 0.0
H -5.964 4.234 2.459 0.0 0.0 0.0
H -6.006 2.715 0.484 0.0 0.0 0.0
H -3.909 1.546 -0.178 0.0 0.0 -0.1
O -1.502 3.317 -0.937 0.3 -0.2 0.3
S -1.523 2.283 -2.052 -0.3 0.4 -1.5
O -2.304 2.668 -3.183 0.0 0.0 0.1
O -2.114 1.064 -1.313 0.3 0.0 0.6
O -0.124 1.904 -2.303 0.1 0.1 -0.1

***

Record 2
95
Properties=species:S:1:pos:R:3:forces:R:3 method="wB97M-V/def2-TZVPD" gap_ev=8.35 total_charge=-1 e_lumo_ev=2.5073 de_lowest_kcal_mol=131.5 total_energy_ev=-54595.173 largest_force_ha_per_bohr=0.1482
C 57.417 35.642 36.111 0.3 -2.5 1.7
O 56.815 34.367 35.850 0.2 0.6 0.0
H 56.767 36.149 36.925 1.6 -0.2 -1.1
H 57.440 36.181 35.187 0.3 1.0 -0.4
H 58.526 35.289 36.415 -2.0 2.0 -0.1
N 59.532 35.052 39.426 2.5 -4.6 -1.9
C 60.898 35.230 39.798 -1.3 -1.9 0.4
C 60.928 36.433 40.399 2.7 3.1 0.9
C 59.671 37.136 40.174 1.8 -6.2 -1.9
C 58.861 36.165 39.539 -0.1 3.2 1.5
H 59.168 34.088 39.056 1.0 2.9 0.9
H 61.680 34.424 39.772 -1.3 0.9 -0.1
H 61.956 36.875 40.895 -3.0 -1.0 -1.3
H 59.451 37.980 40.612 -1.5 4.4 1.7
H 57.857 36.282 39.190 -0.4 -0.2 0.0
N 58.831 34.095 33.902 -2.5 -0.7 1.6
C 59.478 32.898 33.938 2.0 0.8 -2.8
C 60.371 32.851 32.890 0.0 2.7 -1.9
C 60.191 34.289 32.140 2.8 -3.8 -0.2
C 59.105 34.800 32.787 3.0 -0.7 -0.8
H 58.082 34.260 34.623 0.0 -0.2 -0.9
H 59.365 32.195 34.689 -0.6 -1.1 1.3
H 61.017 32.025 32.518 -0.6 0.9 0.7
H 61.090 34.773 31.361 -3.6 -1.5 2.3
H 58.932 35.785 32.612 -1.6 2.7 0.1
N 60.915 35.700 34.900 3.3 0.3 -1.0
C 62.119 35.872 34.159 -1.8 -0.9 0.3
C 62.993 36.641 34.824 -3.4 -0.3 3.4
C 62.286 36.858 36.135 2.3 0.9 -0.8
C 61.104 36.260 36.126 -2.1 -1.6 -0.9
H 60.188 35.063 34.703 -0.5 -0.7 -0.4
H 62.360 35.336 33.274 -0.6 -0.1 -0.7
H 63.813 37.052 34.366 2.1 0.8 -0.3
H 62.510 37.382 37.007 1.2 1.0 1.0
H 60.278 36.065 36.811 0.7 0.7 0.4
N 58.065 32.965 37.944 1.8 2.1 -5.0
C 57.459 32.731 39.114 1.4 -0.5 0.1
C 58.263 31.963 39.886 3.6 -0.5 -2.0
C 59.590 31.761 39.051 -2.1 -0.4 2.3
C 59.333 32.378 37.885 0.7 0.2 -1.4
H 57.833 33.723 37.115 -0.8 -2.6 2.2
H 56.659 33.348 39.332 -2.0 0.5 0.6
H 58.099 31.645 40.867 -0.2 -0.4 1.2
H 60.571 31.279 39.260 -1.3 0.2 0.2
H 60.096 32.407 37.007 -2.0 0.4 1.5
N 55.340 35.863 32.025 0.1 0.3 -4.1
C 55.256 36.117 30.583 0.0 0.6 3.5
C 55.420 37.475 30.515 1.8 2.5 0.2
C 55.833 37.991 31.833 -2.5 -5.9 -1.8
C 55.714 36.933 32.722 0.1 0.8 -7.3
H 55.197 34.977 32.368 -0.4 -2.2 1.0
H 55.162 35.283 29.891 -0.3 0.5 0.3
H 55.417 38.238 29.695 0.0 -1.5 0.3
H 56.221 38.803 32.204 1.5 5.0 1.0
H 55.582 37.043 33.659 -0.2 0.1 6.7
N 55.149 33.470 33.767 3.9 1.2 2.6
C 53.894 33.132 33.852 -3.7 -1.0 -2.9
C 53.505 32.271 32.816 3.2 -1.0 0.0
C 54.863 31.826 32.297 -1.9 0.1 -0.8
C 55.799 32.624 32.940 2.7 -2.8 -1.6
H 55.678 34.120 34.461 -0.7 -1.6 -0.6
H 53.208 33.624 34.435 -1.2 1.4 1.5
H 52.510 31.944 32.455 0.9 0.3 0.7
H 55.046 31.034 31.481 -0.2 1.5 1.6
H 56.964 32.329 32.964 -2.9 1.6 -0.1
N 57.137 40.470 38.447 5.6 1.2 -0.7
C 56.496 39.342 38.032 -3.5 2.0 1.7
C 55.142 39.384 38.581 4.6 3.2 0.5
C 55.187 40.653 39.494 4.2 -4.1 -4.8
C 56.456 41.216 39.378 -0.9 -0.4 0.0
H 58.264 40.742 38.101 -4.7 -1.3 1.6
H 57.000 38.749 37.326 0.1 -0.9 -0.8
H 54.394 38.784 38.125 -0.8 -0.4 0.5
H 54.458 40.998 40.041 -3.8 1.7 2.9
H 56.931 42.067 39.935 -0.6 -1.1 -0.9
N 60.678 38.787 34.331 2.0 -1.1 2.1
C 61.352 39.949 34.248 2.1 1.1 -1.7
C 60.521 40.855 33.661 -3.6 1.6 0.1
C 59.035 40.238 33.685 4.4 -1.6 1.1
C 59.371 38.898 34.146 -3.3 1.8 -1.0
H 61.189 38.090 34.880 -1.0 -0.3 -0.4
H 62.507 39.994 34.444 -2.6 -0.1 -0.5
H 60.763 41.908 33.322 -0.3 -1.5 0.6
H 58.032 40.702 33.543 1.3 -0.5 -0.1
H 58.712 38.011 34.360 0.8 1.2 -0.4
N 54.755 34.597 37.644 1.4 -0.9 0.0
C 54.828 35.400 38.785 -1.6 -0.3 -0.6
C 53.605 35.246 39.473 -0.3 0.0 -0.6
C 52.767 34.291 38.692 2.0 -0.5 -0.5
C 53.566 33.829 37.621 1.6 2.9 1.2
H 55.649 34.387 36.996 -1.9 0.4 0.7
H 55.651 36.153 38.941 -1.1 -1.2 -0.1
H 53.333 35.864 40.379 0.2 -1.1 -1.3
H 51.785 33.826 38.818 0.3 0.7 0.6
H 53.498 33.158 36.774 -0.6 -0.1 0.4